(1)
{
  "formula": "C41H53AsMgN3O6S",
  "method": "ωB97M-V/def2-TZVPD",
  "spin_multiplicity": 1,
  "homo_ev": -5.22,
  "energy_ha": -5044.22887,
  "e_above_lowest_kcal_mol": 0.0,
  "orbital_gap_ha": 0.2755,
  "charge": -1,
  "largest_force_ev_per_a": 1.30,
  "species": ["As", "S", "Mg", "O", "O", "O", "O", "O", "O", "N", "N", "N", "C", "C", "C", "C", "C", "C", "C", "C", "C", "C", "C", "C", "C", "C", "C", "C", "C", "C", "C", "C", "C", "C", "C", "C", "C", "C", "C", "C", "C", "C", "C", "C", "C", "C", "C", "C", "C", "C", "C", "C", "C", "H", "H", "H", "H", "H", "H", "H", "H", "H", "H", "H", "H", "H", "H", "H", "H", "H", "H", "H", "H", "H", "H", "H", "H", "H", "H", "H", "H", "H", "H", "H", "H", "H", "H", "H", "H", "H", "H", "H", "H", "H", "H", "H", "H", "H", "H", "H", "H", "H", "H", "H", "H", "H"],
  "positions_angstrom": [[-0.107, -3.363, 0.267], [-0.658, 0.793, 3.862], [-0.044, -0.131, 1.367], [3.671, 1.806, 0.942], [0.505, 1.483, 3.326], [-0.783, -0.537, 3.171], [-3.140, 2.128, -0.664], [-1.885, 1.549, 3.867], [0.149, -1.712, 0.236], [0.182, 1.672, 0.404], [2.128, 0.079, 1.210], [-2.042, 0.304, 0.295], [-4.737, -2.179, 0.793], [3.790, -0.561, 4.775], [3.121, -0.916, 1.285], [-2.488, -0.704, -2.575], [-1.102, -0.052, -2.541], [3.429, -0.696, -1.233], [-1.577, -3.842, 1.382], [4.595, 0.162, -1.727], [-3.124, -1.234, -1.283], [0.396, 4.360, 0.066], [1.430, -4.277, 0.911], [-3.983, -2.324, -1.463], [-0.610, -1.048, 7.436], [3.027, -1.722, -2.295], [-2.188, 1.560, -0.106], [-0.837, 3.741, -0.101], [-4.857, 0.817, 2.287], [-0.859, -0.763, 6.103], [4.966, -3.030, 1.349], [-4.179, -1.257, 3.552], [1.943, -2.244, 4.429], [0.735, 0.923, 7.623], [3.749, -1.347, 0.101], [1.370, 2.261, 0.584], [0.494, 1.226, 6.290], [2.759, -1.116, 3.788], [-3.481, 0.257, -3.250], [4.329, -2.611, 2.506], [-0.906, 2.375, 0.086], [-4.778, -2.816, -0.441], [-3.888, -0.368, 2.346], [1.522, 3.619, 0.407], [-3.039, -0.646, -0.003], [0.490, -0.554, 9.653], [-0.465, -4.022, -1.473], [3.409, -1.563, 2.490], [2.528, 1.329, 0.965], [-3.885, -1.102, 1.022], [-0.304, 0.376, 5.534], [0.192, -0.216, 8.213], [4.665, -2.390, 0.152], [-1.389, -3.450, 2.382], [2.724, -1.215, -3.215], [-5.431, -3.665, -0.608], [0.656, 0.347, 10.245], [-4.459, -0.212, -3.382], [5.479, -0.463, -1.903], [5.685, -3.840, 1.376], [-0.329, -1.114, 10.108], [-3.964, -0.703, 4.470], [1.612, -1.964, 5.433], [-5.889, 0.461, 2.194], [0.293, -3.632, -2.148], [1.046, -2.463, 3.843], [3.287, -0.133, 5.648], [2.278, -4.035, 0.270], [4.847, 0.926, -0.989], [0.932, 2.103, 5.827], [2.564, -0.055, -1.072], [2.534, -3.160, 4.513], [1.660, -3.919, 1.915], [-1.167, 1.005, -2.277], [4.559, -3.098, 3.449], [1.362, 1.582, 8.215], [-0.669, -0.106, -3.547], [-1.043, -1.937, 7.882], [4.335, 0.655, -2.669], [-1.447, -3.666, -1.776], [3.850, -2.399, -2.544], [-4.032, -2.782, -2.448], [1.391, -1.169, 9.730], [1.239, -5.350, 0.921], [2.083, -0.297, 3.539], [-5.227, -1.571, 3.596], [-5.381, -2.522, 1.595], [-0.439, -5.110, -1.459], [-1.675, -4.927, 1.411], [0.482, 5.431, -0.075], [2.184, -2.327, -1.953], [-3.606, 1.146, -2.627], [4.470, -1.345, 5.126], [2.498, 4.058, 0.556], [-4.636, 1.459, 1.431], [-2.894, 0.052, 2.483], [-1.475, -1.419, 5.498], [5.162, -2.706, -0.760], [-2.482, -3.384, 0.979], [-1.736, 4.276, -0.370], [4.390, 0.221, 4.305], [-0.419, -0.529, -1.840], [-2.403, -1.582, -3.223], [-3.555, -2.157, 3.547], [-4.775, 1.417, 3.198], [-3.106, 0.559, -4.233]],
  "forces_ev_per_a": [[0.065, 1.127, 0.326], [-0.040, 0.011, -0.027], [0.220, -0.292, -1.148], [0.017, -0.119, 0.031], [-0.253, 0.067, 0.200], [-0.025, 0.286, 0.339], [-0.113, -0.100, 0.143], [0.066, -0.130, 0.130], [-0.136, -1.290, -0.073], [0.150, 0.690, 0.195], [0.083, 0.502, 0.271], [-0.063, 0.339, 0.150], [-0.051, 0.039, -0.038], [0.064, -0.009, -0.031], [-0.254, 0.080, -0.213], [-0.034, 0.028, 0.122], [0.007, 0.013, 0.066], [-0.008, -0.063, 0.001], [-0.099, 0.018, 0.068], [0.088, 0.007, 0.022], [-0.081, 0.034, -0.192], [0.010, 0.039, -0.045], [0.233, -0.041, 0.101], [0.081, 0.026, 0.023], [-0.012, -0.031, -0.002], [0.000, -0.048, -0.022], [0.351, 0.044, -0.105], [0.076, 0.155, -0.049], [-0.039, 0.001, 0.015], [0.001, 0.091, 0.011], [-0.092, 0.075, -0.022], [0.002, -0.005, 0.037], [-0.007, 0.028, 0.017], [0.023, 0.003, 0.021], [0.077, -0.099, -0.197], [-0.247, -0.554, 0.050], [-0.024, -0.151, -0.031], [-0.074, 0.027, -0.035], [-0.008, 0.024, -0.016], [-0.018, 0.046, -0.004], [0.175, -0.481, 0.108], [0.085, 0.114, 0.096], [0.114, 0.010, -0.029], [-0.066, 0.178, -0.014], [0.321, 0.103, -0.267], [-0.011, 0.012, -0.034], [-0.087, -0.043, -0.305], [0.091, -0.097, 0.249], [-0.282, 0.018, -0.176], [-0.158, -0.116, 0.201], [0.077, -0.045, 0.286], [0.024, 0.029, 0.054], [0.038, 0.001, 0.076], [-0.007, 0.001, -0.008], [0.011, -0.015, 0.034], [0.006, 0.028, 0.010], [-0.005, -0.024, -0.034], [0.022, -0.015, -0.010], [-0.047, 0.045, -0.011], [0.003, 0.012, 0.004], [0.017, 0.021, -0.040], [-0.021, -0.003, -0.042], [0.009, 0.011, -0.038], [0.006, 0.022, -0.015], [0.011, -0.023, -0.050], [0.021, 0.003, -0.029], [0.004, -0.033, -0.031], [0.027, -0.017, 0.007], [-0.034, -0.065, -0.037], [-0.037, -0.054, 0.006], [0.006, 0.035, -0.032], [0.020, -0.012, 0.035], [-0.013, -0.018, -0.022], [0.010, -0.068, -0.022], [-0.003, 0.002, -0.010], [-0.022, -0.023, -0.024], [-0.021, 0.014, 0.052], [0.007, 0.007, -0.007], [0.014, -0.012, 0.022], [-0.044, 0.013, -0.039], [-0.005, 0.031, 0.010], [-0.017, 0.027, 0.033], [-0.017, 0.016, -0.017], [0.065, -0.022, 0.008], [0.024, -0.043, 0.034], [0.033, 0.000, -0.013], [0.010, -0.019, -0.002], [-0.016, -0.037, -0.059], [-0.042, -0.024, 0.029], [-0.006, 0.011, 0.020], [0.000, 0.036, 0.026], [-0.005, -0.079, -0.059], [-0.011, 0.013, -0.015], [-0.008, 0.017, -0.030], [0.004, -0.044, 0.033], [-0.241, -0.119, -0.078], [0.043, 0.058, 0.025], [-0.015, -0.008, 0.009], [0.015, -0.035, 0.016], [0.015, 0.023, -0.002], [-0.034, -0.028, 0.013], [0.010, -0.079, 0.036], [0.005, -0.081, -0.015], [-0.021, 0.051, -0.008], [0.014, -0.037, -0.038], [-0.001, -0.010, 0.038]]
}

***

(2)
{
  "formula": "C41H53CdClF3N15O8",
  "method": "ωB97M-V/def2-TZVPD",
  "spin_multiplicity": 1,
  "homo_ev": -7.40,
  "energy_ha": -3944.90001,
  "e_above_lowest_kcal_mol": 0.0,
  "orbital_gap_ha": 0.2649,
  "largest_force_ev_per_a": 0.76,
  "species": ["Cd", "Cl", "F", "F", "F", "O", "O", "O", "O", "O", "O", "O", "O", "N", "N", "N", "N", "N", "N", "N", "N", "N", "N", "N", "N", "N", "N", "N", "C", "C", "C", "C", "C", "C", "C", "C", "C", "C", "C", "C", "C", "C", "C", "C", "C", "C", "C", "C", "C", "C", "C", "C", "C", "C", "C", "C", "C", "C", "C", "C", "C", "C", "C", "C", "C", "C", "C", "C", "C", "H", "H", "H", "H", "H", "H", "H", "H", "H", "H", "H", "H", "H", "H", "H", "H", "H", "H", "H", "H", "H", "H", "H", "H", "H", "H", "H", "H", "H", "H", "H", "H", "H", "H", "H", "H", "H", "H", "H", "H", "H", "H", "H", "H", "H", "H", "H", "H", "H", "H", "H", "H", "H"],
  "positions_angstrom": [[-0.421, 2.070, 0.317], [-0.472, -6.554, 4.596], [0.497, 3.370, 5.848], [0.637, 1.414, 4.937], [-1.310, 2.262, 5.405], [-0.764, -0.542, 0.595], [-0.522, 2.367, 2.658], [0.015, 4.418, 3.483], [3.932, -3.057, 1.849], [-2.356, -1.832, 1.284], [-4.103, -4.300, -0.374], [-2.326, 2.758, -0.518], [2.213, 2.431, -2.275], [-4.450, -1.119, -4.951], [-4.277, 0.117, -5.012], [1.692, 1.210, 0.830], [-0.660, 0.978, -1.778], [-2.449, 0.429, 1.543], [3.202, -0.355, 0.750], [-1.862, -0.706, 1.150], [-1.027, 6.708, 0.418], [-4.000, 1.570, 2.717], [-3.886, -0.691, 3.086], [0.038, 4.574, -0.154], [0.103, 6.456, -1.714], [-3.664, 2.794, 2.123], [2.670, -0.439, 1.993], [1.395, 6.542, 0.349], [6.615, -2.967, 0.945], [-3.526, -5.591, -0.463], [-3.665, 0.845, -3.944], [1.085, -3.899, 1.270], [-1.113, 5.254, 0.524], [-1.535, -0.465, -3.981], [0.085, 0.037, -2.308], [0.236, 7.149, 1.024], [-3.864, 2.615, -2.304], [4.302, -1.209, 0.293], [1.346, 6.904, -1.068], [2.940, -3.227, -0.397], [-0.313, -0.710, -3.424], [-4.766, -2.316, -1.402], [-4.842, -1.483, -2.496], [0.562, -6.104, 2.134], [1.027, -5.282, 1.119], [-3.754, -3.141, -3.838], [-0.071, 2.567, 4.957], [5.302, -4.965, 0.296], [1.764, 0.512, 2.003], [0.194, -4.166, 3.509], [5.447, -3.449, 0.066], [4.112, -2.734, 0.483], [-2.388, 0.509, -3.415], [-3.641, -3.974, -2.730], [0.012, 5.007, -1.568], [0.664, -3.361, 2.480], [1.501, -3.023, 0.108], [-0.171, 3.208, 3.544], [-3.442, 0.394, 2.438], [-2.699, 2.236, -1.649], [5.802, -3.203, -1.404], [0.140, -5.537, 3.324], [-1.896, 1.222, -2.297], [2.613, 0.627, 0.073], [-4.146, -3.562, -1.505], [-1.024, 7.072, -0.997], [-4.313, -1.880, -3.734], [-4.317, 1.943, -3.445], [1.282, 5.092, 0.472], [-1.958, 6.740, -1.454], [0.350, -1.459, -3.836], [-5.173, -2.019, -0.443], [-5.258, 2.229, -3.904], [-1.094, 4.975, 1.575], [2.886, 0.926, -0.928], [7.482, -3.608, 0.772], [-1.848, -1.002, -4.866], [4.850, -5.164, 1.269], [6.926, -1.946, 0.709], [1.346, -5.734, 0.184], [0.520, -7.177, 2.000], [1.419, 7.988, -1.161], [3.025, -2.741, -1.373], [4.700, -5.446, -0.477], [2.196, 6.450, -1.584], [0.246, 6.861, 2.074], [1.432, 2.472, -2.838], [6.718, -3.749, -1.643], [2.180, 3.214, -1.716], [-2.465, -5.536, -0.718], [-0.917, 4.650, -2.018], [-3.167, -4.941, -2.837], [-5.339, -0.529, -2.403], [-3.633, -6.039, 0.519], [3.276, -2.468, 2.243], [6.290, -5.431, 0.271], [4.414, -0.992, -0.766], [-4.554, -0.618, 3.831], [5.992, -2.146, -1.614], [0.313, 8.234, 0.943], [1.273, 4.822, 1.525], [-2.032, 4.909, 0.060], [-0.947, 8.156, -1.093], [-2.859, 3.172, 2.610], [2.148, 4.631, -0.015], [-4.693, 1.626, 3.438], [0.846, -3.283, -0.729], [1.284, -1.981, 0.340], [5.019, -3.559, -2.080], [-4.451, 3.418, -1.872], [3.067, -4.297, -0.560], [-4.046, -6.209, -1.200], [0.693, -2.288, 2.629], [-3.381, 2.632, 1.157], [-3.563, -1.587, 2.764], [5.200, -0.896, 0.817], [-3.370, -3.466, -4.798], [-0.129, -3.731, 4.446], [6.352, -3.021, 2.002], [1.051, -0.136, -1.851], [1.135, 0.712, 2.856], [0.856, 4.573, -2.106]],
  "forces_ev_per_a": [[0.025, 0.316, 0.399], [0.010, -0.011, 0.000], [0.025, -0.029, 0.111], [-0.058, 0.041, 0.068], [0.033, -0.043, 0.027], [-0.380, -0.073, 0.244], [0.245, 0.250, -0.141], [0.046, -0.372, -0.226], [0.011, 0.026, -0.059], [0.148, 0.546, 0.052], [-0.021, -0.163, 0.103], [-0.089, 0.040, -0.236], [0.138, -0.051, -0.083], [-0.285, 0.571, 0.134], [0.299, -0.682, -0.171], [0.006, -0.272, 0.198], [-0.207, -0.011, -0.174], [0.016, 0.082, -0.221], [0.003, -0.145, -0.088], [0.212, -0.493, -0.045], [0.092, -0.013, 0.005], [0.054, 0.139, -0.026], [-0.001, 0.122, 0.007], [0.007, -0.099, 0.140], [0.022, 0.010, 0.067], [-0.085, 0.060, 0.144], [0.039, 0.063, -0.083], [-0.007, -0.008, -0.007], [-0.055, 0.001, -0.027], [0.015, 0.018, 0.053], [-0.126, -0.083, 0.305], [-0.122, 0.011, -0.042], [0.079, 0.194, 0.047], [-0.046, 0.005, 0.059], [0.011, 0.114, 0.090], [-0.045, -0.140, -0.156], [-0.021, 0.030, 0.069], [0.025, -0.033, 0.274], [-0.138, -0.085, 0.051], [-0.073, -0.078, 0.187], [-0.006, -0.080, -0.099], [0.024, 0.069, 0.011], [0.022, 0.087, -0.236], [0.030, -0.079, -0.081], [0.063, -0.024, -0.009], [0.162, 0.027, -0.084], [-0.025, -0.052, -0.133], [-0.041, 0.050, -0.001], [0.115, -0.115, -0.066], [0.021, 0.020, 0.017], [0.090, -0.045, 0.078], [-0.163, 0.175, -0.210], [0.032, -0.057, -0.118], [0.075, -0.083, -0.085], [-0.104, 0.094, 0.034], [-0.025, 0.018, 0.016], [0.106, -0.036, 0.063], [-0.238, 0.194, -0.044], [0.203, -0.241, 0.011], [-0.050, -0.006, 0.134], [-0.041, -0.034, -0.018], [0.027, 0.088, -0.009], [0.053, -0.024, 0.003], [0.094, 0.061, -0.004], [0.005, 0.088, -0.083], [0.108, -0.115, 0.062], [0.152, 0.150, 0.191], [-0.114, -0.088, 0.003], [-0.057, 0.146, -0.148], [-0.008, -0.004, -0.011], [0.004, 0.029, 0.013], [-0.002, -0.012, -0.061], [0.042, 0.019, 0.024], [0.021, -0.030, 0.029], [-0.090, -0.076, 0.050], [-0.030, 0.036, -0.001], [-0.046, -0.040, -0.008], [0.041, -0.034, -0.048], [-0.009, -0.040, 0.016], [-0.037, 0.017, 0.043], [-0.008, 0.039, 0.022], [0.010, 0.002, -0.004], [-0.003, -0.070, -0.020], [0.030, 0.015, 0.055], [0.018, -0.007, -0.004], [0.001, -0.019, 0.022], [-0.006, 0.031, 0.088], [-0.047, 0.033, -0.010], [-0.039, -0.001, -0.057], [0.011, 0.028, -0.001], [-0.010, -0.016, 0.008], [-0.037, 0.069, -0.038], [0.026, 0.081, 0.015], [0.008, 0.000, 0.040], [-0.065, 0.095, 0.023], [-0.045, 0.022, -0.013], [0.060, 0.055, -0.021], [-0.012, 0.027, -0.037], [0.020, -0.077, -0.013], [-0.008, 0.025, 0.005], [-0.006, -0.058, 0.084], [-0.011, -0.055, -0.046], [-0.009, 0.017, 0.000], [0.172, -0.047, -0.031], [-0.011, -0.032, -0.008], [-0.228, -0.008, 0.030], [-0.034, 0.096, -0.015], [-0.016, -0.006, 0.040], [0.083, 0.028, 0.042], [0.024, -0.033, -0.039], [0.005, 0.056, -0.085], [-0.019, 0.006, 0.001], [-0.011, 0.038, -0.049], [-0.052, 0.009, -0.129], [0.049, -0.188, -0.044], [-0.010, 0.087, 0.066], [-0.067, -0.009, 0.016], [0.005, -0.029, -0.043], [0.033, 0.009, -0.043], [-0.016, -0.013, 0.017], [0.005, 0.011, -0.117], [0.002, -0.021, 0.003]]
}

***

no.,LUMO (eV)
1,2.274
2,-0.193